DFT (wB97M-V/def2-TZVPD) results for C18H22N4O2S in the gas phase in a non-equilibrium geometry.

Geometry (Å):
N (-1.5613, -4.2402, 1.4610)
N (5.3452, -1.1539, 1.4934)
C (-1.0427, -3.3539, 0.9570)
C (4.3974, -1.7805, 1.3117)
N (0.7824, -1.0229, -1.1652)
O (2.4405, 2.5168, -3.0950)
O (-2.0964, 1.7354, 1.8119)
S (1.4117, -3.4638, -0.9695)
C (0.4143, -2.0805, -0.5684)
C (0.1448, 0.1253, -0.7393)
C (-0.7167, -2.1217, 0.3178)
C (-0.7911, 0.3322, 0.2794)
C (-1.3355, -0.8328, 0.7672)
N (0.6945, 1.2919, -1.2076)
C (-1.1705, 1.7896, 0.7067)
C (-3.9642, 0.7159, 3.0572)
C (-4.0520, 0.5587, 0.4905)
C (3.0700, -2.3948, 0.9782)
C (1.2362, 1.8496, -3.6027)
C (3.0387, 1.7393, -2.0000)
C (3.0736, -2.8784, -0.4550)
C (-2.3922, -0.6837, 1.8128)
C (0.1897, 1.9368, -2.4641)
C (2.1013, 1.5248, -0.7829)
C (-3.0850, 0.6861, 1.7924)
H (-0.2772, 2.0895, 1.2125)
H (-1.4738, 2.4850, -0.0679)
H (-4.7019, -0.0650, 2.9847)
H (-3.2305, 0.4114, 3.7598)
H (-4.4538, 1.6976, 3.4388)
H (-4.8563, 1.3209, 0.3709)
H (-4.4724, -0.3553, 0.2791)
H (-3.3358, 0.7870, -0.3120)
H (2.7810, -3.1865, 1.7215)
H (2.2852, -1.6104, 1.3200)
H (1.0307, 2.3681, -4.5028)
H (1.3997, 0.7513, -3.9480)
H (3.8875, 2.3653, -1.6857)
H (3.4815, 0.7685, -2.3538)
H (3.7537, -3.6737, -0.4938)
H (3.4723, -2.0520, -1.1113)
H (-3.1982, -1.2972, 1.6245)
H (-1.9767, -1.0033, 2.7787)
H (-0.1444, 2.9762, -2.1984)
H (-0.6185, 1.2907, -2.6751)
H (2.5163, 0.6806, -0.2207)
H (1.9989, 2.4559, -0.1086)

Output
HOMO level	-8.76	eV
2S+1	1
electronic energy	-1466.647806	Eh
SMILES string	CC1(C)Cc2c(C#N)c(SCCC#N)nc(N3CCOCC3)c2CO1
charge	0

Here is what Löwdin gives for the atomic charges, in e: 0.175 0.139 -0.231 -0.230 0.142 -0.158 -0.075 0.965 -0.620 -0.246 -0.112 -0.046 -0.046 -0.132 -0.069 -0.019 0.012 -0.256 -0.154 -0.165 -0.460 -0.092 -0.098 -0.113 -0.489 0.124 0.126 0.082 0.058 0.126 0.096 0.049 0.073 0.129 0.136 0.097 0.150 0.119 0.125 0.060 0.098 0.096 0.150 0.132 0.103 0.107 0.141